{"formula": "C8H13N2O2S", "method": "ωB97M-V with the def2-TZVPD basis set", "symbols": ["C", "C", "C", "C", "C", "C", "C", "C", "N", "N", "O", "O", "S", "H", "H", "H", "H", "H", "H", "H", "H", "H", "H", "H", "H", "H"], "xyz": [[0.186, -0.096, 0.094], [-2.036, -0.382, 2.165], [-0.111, 0.738, 1.154], [0.887, 1.841, 1.741], [-0.203, -2.560, -1.163], [-1.339, -0.984, -3.183], [3.121, 2.502, 1.309], [-0.486, -1.137, -0.877], [-1.127, 0.540, 2.136], [-1.077, -0.464, -1.886], [0.587, 2.484, 2.712], [1.942, 1.823, 0.982], [-2.104, -1.458, 0.861], [1.116, 0.110, -0.374], [-2.382, -0.539, 3.119], [0.863, -2.544, -1.298], [-0.663, -2.937, -1.979], [-0.367, -3.163, -0.279], [-1.522, -0.071, -3.806], [-0.440, -1.541, -3.592], [-2.257, -1.635, -3.180], [3.576, 2.062, 2.121], [2.829, 3.591, 1.573], [3.726, 2.327, 0.390], [-1.033, 1.178, 2.957], [-1.688, 0.313, -1.698]], "homo_ev": -12.53, "total_charge": 1, "lumo_energy_ev": -4.105, "spin_multiplicity": 1, "total_energy_ha": -970.481474, "de_lowest_kcal_mol": 44.6, "orbital_gap_ev": 8.423}



{"formula": "C2H6N4OS", "method": "ωB97M-V with the def2-TZVPD basis set", "symbols": ["H", "N", "C", "N", "S", "C", "O", "N", "N", "H", "H", "H", "H", "H"], "xyz": [[3.589, 0.495, -0.903], [2.844, 0.228, -1.507], [1.856, 0.874, -1.013], [0.622, 0.797, -1.517], [-0.690, 0.942, -0.388], [-0.901, -0.816, -0.033], [-0.610, -1.694, -0.842], [-1.460, -1.110, 1.179], [-2.002, -0.149, 2.032], [1.850, 1.561, -0.158], [0.503, 0.071, -2.194], [-1.634, -2.081, 1.388], [-2.676, 0.400, 1.521], [-1.291, 0.482, 2.435]], "smiles": "[H]/N=C/NSC(=O)NN", "homo_ev": -9.58, "total_charge": 0, "lumo_energy_ev": 0.414, "spin_multiplicity": 1, "total_energy_ha": -772.221962, "de_lowest_kcal_mol": 47.9, "orbital_gap_ev": 9.992}



{"formula": "C6H17N4NbP", "method": "ωB97M-V with the def2-TZVPD basis set", "symbols": ["N", "P", "Nb", "H", "H", "H", "H", "H", "H", "H", "H", "C", "C", "N", "H", "H", "H", "C", "C", "N", "H", "H", "H", "C", "C", "N", "H", "H", "H"], "xyz": [[1.730, -1.334, -0.618], [1.003, -0.042, -0.043], [-1.578, -0.548, 0.012], [1.073, -2.065, -0.874], [1.348, 1.129, -0.782], [1.586, 0.345, 1.188], [-1.647, 1.304, 0.102], [-1.744, -0.433, -1.829], [-1.459, -2.389, -0.308], [-1.349, -0.809, 1.854], [-3.326, -0.360, 0.375], [-2.464, -3.411, 3.000], [-3.745, -3.009, 2.437], [-4.699, -2.673, 1.892], [-2.285, -4.466, 2.803], [-1.685, -2.812, 2.524], [-2.445, -3.237, 4.075], [4.139, 2.100, 0.897], [2.974, 2.786, 1.442], [2.047, 3.315, 1.865], [4.844, 2.822, 0.488], [4.628, 1.523, 1.680], [3.818, 1.416, 0.111], [-0.199, 2.291, -3.648], [0.036, 0.875, -3.896], [0.183, -0.260, -4.013], [-0.780, 2.389, -2.730], [0.748, 2.815, -3.528], [-0.752, 2.734, -4.475]], "homo_ev": -4.85, "total_charge": -1, "lumo_energy_ev": 2.300, "spin_multiplicity": 1, "total_energy_ha": -855.887426, "orbital_gap_ev": 7.147}



{"formula": "C4H9N2", "method": "ωB97M-V with the def2-TZVPD basis set", "symbols": ["C", "C", "C", "C", "N", "N", "H", "H", "H", "H", "H", "H", "H", "H", "H"], "xyz": [[-0.774, 0.911, -0.764], [0.337, 0.147, -0.158], [1.473, 0.811, 0.560], [0.128, -1.294, -0.283], [-2.278, -0.497, 0.428], [-1.890, 0.621, 0.087], [-0.653, 2.050, -0.961], [-0.910, 0.396, -1.864], [1.617, 1.826, 0.444], [2.385, 0.365, 0.194], [1.424, 0.778, 1.737], [-0.166, -1.474, -1.333], [-0.827, -1.532, 0.194], [1.072, -1.905, -0.033], [-2.951, -0.471, 1.217]], "homo_ev": [-14.13, -14.13], "total_charge": 1, "lumo_energy_ev": [-6.497, -6.495], "spin_multiplicity": 1, "total_energy_ha": -266.904848, "de_lowest_kcal_mol": 122.0, "orbital_gap_ev": [7.631, 7.634]}



{"formula": "C6H8N2O2", "method": "ωB97M-V with the def2-TZVPD basis set", "symbols": ["C", "C", "C", "C", "C", "C", "N", "N", "O", "O", "H", "H", "H", "H", "H", "H", "H", "H"], "xyz": [[2.661, -0.435, 0.656], [1.435, 0.104, 1.119], [1.418, -0.499, -1.082], [-1.640, -1.125, 0.810], [-1.425, 0.757, -1.392], [-0.712, 0.542, -0.065], [2.609, -0.833, -0.644], [0.630, 0.136, -0.005], [-2.303, -1.844, 0.137], [-1.082, 1.590, 0.815], [3.521, -0.685, 1.225], [0.962, 0.476, 2.124], [0.945, -0.665, -2.010], [-1.394, -1.042, 1.792], [-1.241, -0.162, -2.020], [-2.464, 0.718, -1.246], [-1.067, 1.585, -1.987], [-0.852, 1.381, 1.773]], "homo_ev": -8.06, "total_charge": 0, "lumo_energy_ev": 0.399, "spin_multiplicity": 1, "total_energy_ha": -493.309318, "de_lowest_kcal_mol": 86.3, "orbital_gap_ev": 8.458}